Record 1
DFT (the ωB97M-V functional and the def2-TZVPD basis) results for a cluster of 14 separate species, C53H143N9O20 in total.

Properties
Energy relative to the best compared isomer or geometry (same formula, charge and spin), kcal per mole: 136.8
Net charge: +1
E_tot, Ha: -4101.7360
HOMO (spin up / spin down), eV: -9.69 / -9.69
Spin multiplicity: 2
Frontier orbital gap (spin up / spin down), eV: 7.66 / 2.67
Maximum force, eV/A: 5.1
E_LUMO (spin up / spin down), Eh: -0.07474 / -0.25795

Structure (XYZ):
```
225
Properties=species:S:1:pos:R:3:lowdin_spin:R:1
H 1.360 -2.581 -0.124 0.00
H 2.691 -1.234 -6.403 0.00
H 5.890 3.407 4.912 0.00
H 2.469 -0.234 5.148 0.00
H 4.876 6.863 5.110 0.00
C -1.896 1.091 1.090 0.00
H 1.514 6.208 0.932 0.00
H 0.709 -4.642 -3.137 0.00
H 7.608 -6.654 -5.909 0.00
H -5.271 -2.064 -3.825 0.00
H 2.891 -4.226 -2.416 0.00
H 3.898 1.617 -3.343 0.00
N 7.240 -4.963 -4.731 0.00
C 2.432 -0.148 -0.007 0.00
H 5.481 -3.345 -3.644 0.00
C -7.057 -2.255 0.548 0.06
H 3.553 -5.294 -1.199 0.00
H 8.422 2.871 4.141 0.00
H 5.470 0.951 -0.619 0.00
O 5.566 1.090 -4.423 0.00
N 1.900 0.140 -4.034 0.00
C -0.250 -2.272 -1.454 0.00
H -7.515 -6.961 -3.156 0.00
H 4.032 -4.035 -4.588 0.00
H -7.993 -4.020 0.138 0.02
H -8.568 -3.450 4.158 0.00
H 0.229 9.664 1.048 0.00
H 5.807 -0.831 -3.935 0.00
H 3.132 7.034 4.942 0.00
H 5.232 5.124 8.320 0.00
H -2.762 -3.286 -1.386 0.00
H -9.108 -5.014 3.325 0.00
O 4.586 -1.636 2.896 0.00
H 4.173 -0.248 -6.501 0.00
H 7.846 3.472 2.584 0.00
H 1.376 -0.647 -4.388 0.00
H -10.262 4.187 -5.312 0.00
C -0.656 2.442 6.188 0.00
H -0.443 4.816 -1.668 0.00
H -11.398 0.556 -2.777 0.00
C 2.270 1.173 0.759 0.00
H 7.142 0.206 -3.417 0.00
H -8.178 1.501 -4.257 0.00
H -2.741 -2.799 3.960 0.00
C -4.323 -1.353 3.577 0.00
H 5.666 0.152 -2.512 0.00
H -9.015 -0.388 -3.188 0.00
H -0.605 1.533 5.589 0.00
H -11.342 2.188 -4.752 0.00
H -0.868 -2.606 1.229 0.00
O 0.217 6.373 -0.603 0.00
H 5.255 -3.600 3.022 0.00
H 1.818 8.145 -0.911 0.00
C -8.534 0.580 -4.717 0.00
H 0.334 -5.295 -4.740 0.00
H 3.619 4.300 2.534 0.00
C -1.523 2.290 -2.057 0.00
H -10.011 1.383 -2.137 0.00
H 0.146 7.218 1.385 0.00
H -1.519 2.716 -3.060 0.00
C 5.787 -4.967 -5.076 0.00
H 3.846 -2.318 4.556 0.00
C -3.828 -2.775 4.037 0.00
H 10.015 -5.400 -6.502 0.00
H 0.496 -3.214 -5.440 0.00
H 2.691 0.505 -6.647 0.00
H -4.334 0.956 2.743 0.00
C 3.165 -0.304 -6.091 0.00
C -4.198 0.853 0.599 0.00
H -6.926 -7.494 -1.625 0.00
H 3.744 2.027 -4.984 0.00
C 9.493 -5.499 -5.550 0.00
H 3.869 -3.366 1.904 0.00
H -6.042 -2.651 0.515 0.03
H -4.250 1.930 0.444 0.00
H 3.460 8.196 1.157 0.00
H -2.417 0.852 -1.110 0.00
H -0.686 4.627 -0.073 0.00
H 5.385 -2.868 1.398 0.00
C -2.504 -2.456 -0.728 0.00
H -4.719 -0.434 -4.205 0.00
O -6.749 -0.462 -3.673 0.00
H 6.630 1.868 5.527 0.00
H 11.741 -6.729 -5.537 0.00
C 1.138 -1.896 -0.942 0.00
H 6.917 0.414 0.376 0.00
C 6.059 0.148 -3.529 0.00
O 0.831 -3.220 -4.541 0.00
C -4.693 0.297 1.952 0.00
C 4.095 1.221 -4.339 0.00
O 6.210 2.115 1.080 0.00
H 1.935 1.900 0.019 0.00
H -1.552 1.983 0.567 0.00
C 0.815 6.959 0.565 0.00
C -10.979 2.339 -3.735 0.00
C 6.060 2.346 4.730 0.00
H -7.756 -1.388 -5.114 0.00
H -4.779 0.459 -0.235 0.00
H -0.260 9.076 -0.337 0.00
C 4.783 -2.928 2.305 0.00
O 1.295 1.052 1.785 0.00
O 4.720 -5.048 -2.890 0.00
H 11.392 -7.807 -4.271 0.00
H -8.527 -6.804 -1.859 0.00
C -7.472 -6.681 -2.103 0.00
N 1.193 -0.491 -0.692 0.00
H 5.034 4.294 6.816 0.00
O -9.874 3.180 -3.551 0.00
H 5.437 -5.994 -4.979 0.00
H 11.410 -6.120 -3.943 0.00
C -3.677 -4.131 5.965 0.00
C -10.461 1.031 -3.065 0.00
H 6.143 1.970 2.026 0.00
H -1.295 3.010 5.511 0.00
C -10.080 4.388 -4.256 0.00
H -9.223 5.056 -4.174 0.00
C -0.026 -1.735 2.655 0.00
O 3.938 5.131 4.456 0.00
H 2.637 -0.804 0.839 0.00
N 0.576 9.371 0.146 0.00
C 3.842 6.049 6.814 0.00
H -2.598 -4.110 5.815 0.00
C 5.957 0.930 0.356 0.00
H 1.222 -0.136 -1.637 0.00
H 0.606 3.084 2.075 0.00
N -9.601 0.104 -3.847 0.00
C 1.510 8.258 0.129 0.00
H -5.274 -1.067 4.025 0.00
H 1.759 -1.999 -1.832 0.00
C 0.304 -4.399 -4.120 0.00
H 3.635 -0.912 -4.012 0.00
H -3.755 -0.594 4.116 0.00
H -3.453 -1.328 1.819 0.00
H 6.091 5.723 6.765 0.00
H 0.480 3.961 6.551 0.00
H -2.849 -1.554 -1.235 0.00
H 0.350 2.035 3.409 0.00
H -6.799 -0.137 -5.811 0.00
H 5.642 -4.609 -6.095 0.00
H 9.761 -4.579 -5.030 0.00
H 4.114 2.214 5.771 0.00
H 3.831 6.865 7.536 0.00
H 7.759 -5.104 -6.663 0.00
H 2.705 4.697 6.499 0.00
C -7.857 -4.464 -2.348 0.00
C 11.076 -6.848 -4.682 0.00
O 0.635 3.039 6.332 0.00
H -2.152 1.515 2.062 0.00
O -2.867 0.406 0.381 0.00
H -7.741 -4.499 -3.431 0.00
C -7.535 -3.111 -1.734 0.08
H 2.259 9.082 2.119 0.00
N -4.383 -1.178 2.184 0.01
C 1.022 2.205 2.568 0.00
C 7.898 2.593 3.226 0.00
H -5.189 -0.861 -2.550 0.00
C 3.255 -0.057 -4.572 0.00
H 5.362 0.321 1.036 0.00
H 4.242 -3.560 -1.546 0.00
H -3.083 -2.378 0.193 0.00
H 2.845 0.424 3.544 0.00
H -7.915 -2.285 -2.335 0.02
H -0.495 2.143 -1.725 0.00
H -0.734 -4.267 -3.812 0.00
H 3.254 -0.178 -0.722 0.00
H -6.451 -3.017 -1.666 0.03
H -4.228 -3.525 3.354 0.00
H -0.573 -0.800 2.777 0.00
H -9.745 -3.391 2.828 0.00
H 3.977 2.230 4.037 0.00
H 1.782 5.881 6.847 0.00
H 2.531 5.601 2.972 0.00
C 0.094 4.999 -0.737 0.00
H -11.765 2.667 -3.056 0.00
O 6.654 1.966 3.440 0.00
O -0.818 -2.819 2.164 0.00
C 2.613 8.880 1.108 0.00
C 3.811 -4.498 -1.897 0.00
H -8.918 0.765 -5.721 0.00
C -5.425 -1.007 -3.604 0.00
H -5.780 0.349 1.897 0.00
H -10.880 4.973 -3.801 0.00
N 4.488 0.371 4.837 0.00
H -1.008 0.460 1.054 0.00
N 2.629 5.441 7.178 0.00
H 0.408 -2.032 3.610 0.00
H 0.965 4.345 -0.684 0.00
C 3.510 -1.588 3.820 0.00
O 9.717 -6.751 -4.940 0.00
C -8.905 -3.945 3.248 0.00
H -8.902 -4.726 -2.185 0.00
H 3.223 1.550 1.131 0.00
C -7.392 -0.377 -4.928 0.00
N -7.947 -3.128 -0.333 0.71
H -3.930 -4.230 7.020 0.00
H 1.338 0.859 -4.468 0.00
H -0.143 -3.284 -1.845 0.00
O -1.154 -2.383 -0.322 0.00
C 5.217 5.280 7.242 0.00
C 3.234 -0.164 4.375 0.00
H 2.003 2.501 2.938 0.00
H 3.134 9.762 0.734 0.00
H -3.993 -5.047 5.466 0.00
H -7.056 -1.198 0.282 0.01
H 2.562 -1.887 3.373 0.00
C 3.540 5.216 3.120 0.00
H 4.140 5.929 2.556 0.00
O -7.864 -3.773 2.377 0.00
H 5.208 -0.019 4.246 0.00
C 7.980 -5.643 -5.741 0.00
O -2.221 0.976 -2.042 0.00
H 8.683 1.868 3.008 0.00
H 0.882 -1.520 2.092 0.00
H -0.707 -1.674 -2.242 0.00
C 3.924 6.353 5.254 0.00
H -1.021 2.134 7.168 0.00
C 4.556 1.811 4.860 0.00
O -6.995 -5.418 -1.755 0.01
H 7.253 -5.543 -3.904 0.00
H -6.732 -1.853 2.662 0.00
H -8.340 -1.655 2.167 0.00
H -2.076 3.010 -1.454 0.00
C 4.962 -4.214 -4.049 0.00
C -7.495 -2.333 2.050 0.00
O -4.331 -2.951 5.409 0.00
```


Record 2
DFT (the ωB97M-V functional and the def2-TZVPD basis) results for a cluster of 10 separate species, C53H154Br2N24O9P8 in total.

Properties
Energy relative to the best compared isomer or geometry (same formula, charge and spin), kcal per mole: 0.0
Net charge: 0
E_tot, Ha: -11982.3139
HOMO, eV: -7.89
Frontier orbital gap, eV: 8.07
SMILES: CN(C)P(=O)(N(C)C)N(C)C.CN(C)P(=O)(N(C)C)N(C)C.CN(C)P(=O)(N(C)C)N(C)C.CN(C)P(=O)(N(C)C)N(C)C.CN(C)P(=O)(N(C)C)N(C)C.CN(C)P(=O)(N(C)C)N(C)C.CN(C)P(=O)(N(C)C)N(C)C.CN(C)P(=O)(N(C)C)N(C)C.CC(C)=O.BrCCBr
Maximum force, eV/A: 2.9
E_LUMO, Eh: 0.00667

Structure (XYZ):
```
250
Properties=species:S:1:pos:R:3:mulliken_charge:R:1
H 0.356 2.987 -0.514 -0.51
H 3.945 4.143 2.725 -0.30
H -6.321 -5.905 -3.287 0.27
C -1.888 -0.245 -2.001 -0.32
C -3.934 -8.987 2.977 -1.08
H -6.098 2.894 5.632 0.45
H 3.571 3.144 5.531 0.33
N 7.054 3.889 0.051 0.44
H -2.147 -0.524 4.157 0.58
H 1.323 -7.097 0.351 0.10
N 4.614 5.247 4.394 0.46
N -4.195 3.523 5.004 0.43
H 1.307 1.875 2.643 -0.19
H 2.498 8.961 3.825 0.38
H 2.950 5.845 -7.887 0.36
H -1.566 -3.552 -5.364 0.26
H -1.371 -3.692 2.456 0.57
H -3.156 -9.708 2.715 0.22
H 8.618 2.668 0.680 0.38
C 5.820 5.529 5.137 -1.16
H -2.176 -1.277 -1.999 -0.15
H 8.644 2.985 -1.066 0.22
C 7.698 5.117 0.550 -1.08
H -2.233 0.792 6.430 0.41
H 6.468 -6.755 -3.261 0.36
H -6.195 3.131 3.167 0.31
H -2.189 0.010 1.325 -0.70
H -0.616 6.526 -3.864 0.30
C -1.772 1.351 5.637 -1.16
C 2.390 6.720 2.514 -0.91
H 7.526 3.593 -3.376 0.27
C 7.980 2.780 -0.202 -0.99
H 2.961 1.924 -4.815 0.20
P -2.223 -7.037 2.114 -0.05
H -0.408 -2.628 0.052 -0.48
C 4.591 1.851 0.644 -0.94
C -0.516 -8.738 3.281 -1.04
H -2.081 8.760 1.468 0.43
H 0.646 -2.449 -1.361 0.00
C -6.257 -3.798 -5.321 -1.02
H -5.235 -4.979 -0.326 0.69
H 0.945 6.249 -3.093 0.25
H -0.903 -4.908 1.281 0.00
H -3.991 -5.557 -1.380 0.31
H -2.744 0.380 -2.186 0.20
H 5.218 2.168 1.470 0.59
H -8.246 -1.126 -1.861 0.24
H -3.459 0.106 3.080 0.33
H -3.221 5.905 1.456 0.04
C -7.344 0.635 -1.183 0.76
H -1.083 -0.076 -2.699 0.25
C -3.079 0.045 4.098 -1.39
O 4.791 5.148 0.048 -0.94
N -1.347 0.136 -0.699 0.86
H 7.348 1.894 -0.309 0.28
H -1.087 -4.662 -2.567 0.26
H 5.508 3.634 3.457 0.57
P 5.535 4.067 -0.670 0.12
H 8.340 5.617 -0.194 0.27
P 3.350 -6.911 -1.563 0.48
N -1.013 -8.163 2.042 0.84
H -4.811 1.656 5.790 0.32
C -5.607 -5.804 -4.098 -0.97
H 0.133 4.514 5.275 0.28
H -4.743 -9.123 2.245 0.35
H 5.855 3.105 -4.123 0.26
C 4.883 4.485 3.197 -0.64
H -7.172 -3.757 -4.739 0.33
H 4.434 -4.574 -2.787 0.30
H 2.345 2.221 4.526 0.12
N -2.736 1.401 4.524 0.72
H 3.130 7.266 1.878 0.26
H 1.430 7.164 2.284 0.34
H -1.724 6.430 2.449 0.20
N 0.920 -1.108 0.329 0.41
H 5.781 -8.339 -3.333 0.32
N -5.265 -4.435 -4.483 0.26
C 2.516 3.058 5.222 -0.89
O -7.129 0.861 0.002 -0.55
H -6.392 0.405 -3.090 0.28
C 2.350 -1.064 0.665 -0.29
H -5.637 5.020 5.172 0.32
C 1.949 5.769 -7.457 -1.08
H -0.731 2.871 -3.634 0.15
N -3.488 -7.662 3.037 0.51
C 2.025 8.127 4.337 -1.07
H 2.225 8.234 5.407 0.34
C 5.460 5.618 -2.904 -1.22
H -5.526 -7.025 3.014 0.36
H -6.275 1.717 2.131 0.26
H -9.040 0.435 -2.467 0.33
C 0.443 1.288 2.300 -0.01
C 3.881 2.115 -1.572 -1.19
H 6.908 5.816 0.891 0.27
C -5.867 -2.784 -1.348 -1.14
H -0.476 1.593 2.795 -0.78
H -0.438 1.679 -6.885 0.37
H 5.542 6.032 6.052 0.36
H 1.313 -5.409 0.601 0.12
N 3.228 -6.171 -0.073 0.63
C -5.036 2.695 5.875 -1.19
H 0.658 0.275 2.591 0.32
C -2.851 7.987 1.436 -0.62
H 3.224 6.130 -5.422 0.53
H 1.946 2.611 -3.607 0.13
H 4.084 4.831 -6.195 0.40
H 1.241 -3.154 0.168 -0.04
N 0.283 4.653 -4.260 0.49
N 5.725 4.309 -2.321 0.66
C -4.421 -4.633 -0.946 -1.49
C 1.960 -6.299 0.686 -1.06
O 3.048 6.227 6.271 -0.94
N -4.936 -3.714 -1.895 0.93
H -6.832 -3.352 -1.146 0.38
H -3.098 2.846 1.014 -0.28
H 6.974 -7.260 -0.990 0.33
N -1.573 -5.796 3.039 0.82
C 6.424 3.348 -3.176 -1.04
H 6.002 -8.710 -1.131 0.40
C 3.181 5.056 -5.617 -0.89
H -0.793 0.865 5.361 0.23
C 0.676 4.359 4.317 0.09
N 2.008 4.769 -6.410 0.20
C 1.904 1.958 -4.482 -0.91
H 4.941 -4.951 -0.098 0.35
H -5.874 1.520 3.853 0.26
H 4.759 -6.916 -3.935 0.31
O -0.435 4.213 -6.846 -0.91
C -1.702 -3.747 -2.686 -0.80
H -6.823 2.081 -2.609 0.43
Br -1.274 6.180 0.056 -0.12
H -0.299 4.044 -2.323 0.02
C 0.362 6.073 -3.990 -0.97
H 2.953 2.630 -1.339 0.31
H -1.275 -8.674 0.007 0.26
C -6.437 1.125 -2.267 -0.75
H 6.054 6.393 -2.395 0.28
H 2.911 -1.487 -0.203 0.30
N -2.771 -3.969 -3.613 0.57
C -4.586 4.908 4.858 -0.89
H -1.792 -5.302 -4.965 0.26
H 1.601 0.994 -4.075 0.40
H -3.727 -4.263 -0.186 0.21
H 0.844 6.561 -4.852 0.26
H 3.070 -4.124 -3.810 0.50
C -8.636 -0.124 -1.589 -0.99
C -2.270 -0.398 0.308 0.13
P 3.047 5.703 4.905 0.36
H 2.880 -3.903 -2.039 0.06
H -1.092 -2.883 -3.029 0.22
H 0.053 0.533 -5.644 0.23
N 0.994 2.420 -5.528 0.32
H 6.434 2.409 -2.625 0.35
C 4.037 -5.126 0.487 -0.89
H 1.817 -6.041 -4.561 0.27
H -3.299 -0.146 -0.009 0.45
C -0.919 -4.677 2.369 -1.36
C 3.328 -4.543 -2.818 -1.08
N 2.723 -5.823 -2.715 0.65
H 4.417 5.898 -2.906 0.25
C 5.515 -7.288 -3.221 -1.09
C -4.574 -6.847 3.532 -1.22
H 5.438 5.139 2.479 0.18
H 0.581 -8.911 3.192 0.28
C 5.949 -7.641 -0.894 -1.15
H -2.563 -4.820 4.586 0.25
H -1.211 -10.099 1.052 0.28
H 2.152 -6.520 1.726 0.47
H 1.144 0.919 -7.040 0.30
H -1.999 -6.492 4.943 0.37
H 0.129 -4.587 2.711 0.46
C -0.820 -9.087 0.931 -1.26
P 0.633 4.081 -5.800 0.54
H 3.523 1.994 0.891 -0.30
H -6.033 -6.352 -4.948 0.36
H 1.632 6.749 -7.018 0.30
N 4.879 2.548 -0.627 0.69
H 6.427 4.645 5.332 0.31
C -2.256 -4.309 -4.937 -1.20
O 1.008 0.868 -1.542 -0.74
O -2.631 -6.695 0.737 -0.79
H 0.802 -5.169 -3.391 0.42
P -3.283 2.810 3.809 -0.45
H -6.014 -2.030 -2.092 0.00
H -1.662 4.317 -3.469 0.48
H -6.338 -4.387 -6.213 0.35
H 0.248 -9.174 0.771 0.43
H 1.979 2.863 6.151 0.34
H -5.436 1.260 -1.883 -0.05
H -2.078 -3.546 -1.672 -0.12
H -3.780 -0.470 4.781 0.21
H -3.434 8.116 0.527 0.44
H -4.715 -6.373 -3.863 0.29
H 1.257 5.410 -8.198 0.33
C -2.377 6.571 1.617 -0.15
H 0.393 3.421 3.877 -0.38
H -9.318 -0.022 -0.749 0.31
H -3.150 -4.406 -5.568 0.45
P 0.271 0.362 -0.347 -0.07
H 0.951 8.192 4.146 0.25
H -4.902 3.059 6.885 0.32
N 2.587 6.873 3.906 0.43
C -5.753 2.147 2.976 -0.92
C 1.532 -5.957 -3.531 -1.11
H 4.165 2.300 -2.591 0.10
C 0.407 1.339 -6.303 -0.97
N 2.130 4.315 4.576 0.63
H 3.726 1.070 -1.346 0.52
O -2.173 3.676 3.345 -0.33
N 4.998 -7.025 -1.885 0.28
H -0.632 -8.179 4.206 0.28
H -0.981 -9.741 3.425 0.34
C -4.141 2.827 1.273 -0.06
H 2.374 5.685 2.159 0.13
H -1.556 2.374 5.961 0.31
H -0.817 -5.107 4.813 0.35
C -1.740 -5.548 4.422 -1.17
C 0.608 -2.413 -0.265 0.49
C -0.655 3.938 -3.339 -0.77
C 0.238 2.874 0.575 1.08
H 2.552 -1.671 1.571 0.36
N 0.316 1.460 0.895 1.23
H 8.328 4.854 1.378 0.40
O 2.595 -8.191 -1.606 -0.94
H 6.483 6.224 4.618 0.34
H 1.025 3.437 1.073 -0.22
H -4.535 5.235 3.834 0.20
Br -3.985 8.483 2.988 -0.23
H -0.709 3.281 0.889 -0.87
H -4.370 -5.801 3.399 0.32
H 5.788 5.541 -3.953 0.48
O -4.568 -1.991 -3.828 -0.94
H -5.960 -2.748 -5.529 0.27
H 3.515 -4.159 0.487 -0.03
H -4.561 2.198 0.484 -0.32
N -4.312 2.362 2.608 0.80
H 4.740 0.793 0.563 0.55
H -4.236 -9.424 3.929 0.36
P -4.372 -3.441 -3.451 0.35
H 4.351 -5.337 1.519 0.40
H 3.272 4.472 -4.693 -0.02
H -2.266 -1.508 0.409 -0.37
H -4.034 5.650 5.433 0.29
H -4.721 -7.067 4.580 0.34
H 2.657 -0.014 0.814 -0.47
H -4.540 3.828 1.056 0.31
H -5.615 -2.349 -0.390 0.44
H 1.056 -6.864 -3.186 0.38
H 0.451 5.101 3.571 -0.14
H 5.599 -7.574 0.131 0.36
```